Entry 1:
# C10H33LiN6O10

A structure of composition C10H33LiN6O10 at a distorted geometry (ωB97M-V with the def2-TZVPD basis set, the Open Molecules 2025 dataset).

The geometry in XYZ format:
```
60
Properties=species:S:1:pos:R:3:forces:R:3
Li -2.7701 -1.1441 1.5491 0.3120 -0.1515 0.1185
C -1.2017 0.4443 0.0902 -0.4954 1.6384 0.4883
O -0.9139 -0.4469 1.0749 -0.1724 -0.4943 0.0356
H -0.6215 1.3671 0.0880 0.7611 -0.2455 -0.1268
H -1.2396 0.0149 -0.9109 0.2397 -0.5600 -0.4832
H -2.2184 0.8193 0.2076 -0.8110 -0.0123 -0.0933
C 0.3016 1.2714 4.3965 1.3146 -0.0869 1.5785
C 1.1587 -0.0376 4.1457 -2.4637 2.0021 -0.2848
O 1.7705 -0.0308 2.8576 0.6980 -0.2119 0.5629
O -0.8478 1.4772 3.6027 -0.1499 -0.9817 -0.4424
H 0.8488 2.2140 4.4092 0.7011 -0.1908 -0.5180
H 0.0218 1.2006 5.4476 -0.5757 -0.2513 0.0461
H 0.4052 -0.8191 4.2443 0.0957 -0.5387 -0.1939
H 1.8127 -0.1456 5.0109 0.6781 0.0365 -0.7165
H 1.1224 -0.1210 2.1551 -0.4158 -0.1299 0.3799
H -0.6454 1.0130 2.7871 -0.1302 0.2335 -0.3710
C 1.7338 3.3918 -0.9346 0.6534 0.7634 -0.1879
C 1.0240 3.8458 0.2859 -1.8865 1.3864 2.9591
O 1.1540 5.2346 0.6863 0.8172 -0.0933 -1.1609
O 1.6313 4.2781 -2.0466 -0.5558 -0.5560 0.6228
H 1.2760 2.4296 -1.1643 0.4705 -0.2173 -0.3945
H 2.7980 3.3392 -0.7049 0.0895 -0.7325 0.0694
H 1.3069 3.3562 1.2177 0.7783 -1.1183 -0.3450
H -0.0572 3.7118 0.3214 -0.3747 -0.4573 -1.0935
H 0.5145 5.3577 1.3917 0.0159 0.2184 -0.0478
H 1.8952 5.1020 -1.6304 -0.0801 0.6778 -0.4486
C -0.4580 -5.3659 0.8086 1.7799 -0.8745 0.8413
C 0.2357 -4.0080 0.8332 0.8037 -0.0518 -0.5216
O 0.2686 -3.4352 2.1296 -0.8852 -0.1613 0.4824
O 0.2868 -6.4436 1.4846 -0.6850 1.5517 -0.4637
H -0.4276 -5.7476 -0.2119 -0.7780 0.3834 -0.1001
H -1.4344 -5.2490 1.2789 -0.2845 -0.2496 -0.3374
H -0.2428 -3.3590 0.0997 -0.5906 0.2269 -0.0393
H 1.2626 -4.0562 0.4708 0.1979 -0.4962 -0.0631
H 0.4459 -2.4923 2.0955 0.3591 -0.0898 -0.1540
H 0.6858 -6.0422 2.2600 0.0951 -0.1279 0.3366
C 3.2546 -0.4151 -0.7721 2.7544 -0.4206 -1.8150
O 4.1751 -0.6826 -1.5077 0.4475 -0.5928 -1.1370
N 2.0094 -0.8022 -0.9722 -3.4953 -1.7129 -1.4498
N 3.3876 0.2895 0.2949 -0.4091 2.1945 3.4249
H 1.2242 -0.5116 -0.4073 0.3299 -0.1490 -0.3737
H 1.8689 -1.3482 -1.8102 -0.1673 0.1295 0.3122
H 2.5396 0.2881 0.8435 1.1952 0.7570 0.8268
H 4.2856 0.6462 0.5889 -0.4012 -0.1577 0.1358
C -1.8805 -2.1658 -3.1606 -2.2434 -2.5047 -0.0739
O -3.1020 -2.1145 -3.1807 -0.2562 0.3989 0.3734
N -1.1192 -1.1383 -3.4439 1.1913 2.3682 0.0418
N -1.2209 -3.3039 -2.9071 0.9350 -1.5438 0.6099
H -1.6333 -0.3050 -3.1963 0.9416 0.4220 -0.4123
H -0.1177 -1.2589 -3.3943 -0.1664 0.7491 -0.0810
H -1.7265 -4.1750 -2.8322 0.0356 0.2896 -0.0416
H -0.2369 -3.3062 -2.6794 -0.2445 -0.1938 -0.2540
C -2.8413 2.8199 -2.2968 4.3636 6.6899 5.2261
O -2.6928 3.7673 -1.5113 -0.3660 -0.2679 -0.0424
N -3.8742 2.2677 -2.6423 -7.9346 -3.8712 -2.4485
N -1.8237 2.2102 -2.8082 5.3801 -2.7791 -1.9895
H -3.6169 1.5460 -3.3004 -2.3664 -0.1992 -0.0527
H -4.7989 2.5842 -2.3874 0.1883 -0.2592 -0.3284
H -0.9001 2.6183 -2.7894 -0.2143 0.2007 -0.1135
H -2.0424 1.5653 -3.5542 0.9756 0.4150 -0.2722
```
Positions in Å, forces in eV/Å.

The HOMO-LUMO gap (alpha / beta) is 7.4 / 4.0 eV. The expectation value of S² is 0.75. Its spin multiplicity is 2. Its HOMO energy (alpha / beta) is -12.45 / -12.45 eV. The total charge is +1.

Entry 2:
# C10H33N3O8P2S4

A cluster of 5 separate species, C10H33N3O8P2S4 in total (ωB97M-V with the def2-TZVPD basis set, the Open Molecules 2025 dataset).

The geometry in XYZ format:
```
60
Properties=species:S:1:pos:R:3:forces:R:3
N -1.3548 -4.1745 -1.7032 -0.0630 -0.1127 0.0369
C -1.6197 -3.2075 -0.9337 0.0544 0.2273 -0.0554
C -2.7378 -2.2617 -1.2844 -0.0664 -0.2317 0.3668
O -2.1471 -1.1164 -1.9125 0.0903 -0.1966 -0.0702
P -2.9225 -0.3392 -3.0421 -0.2248 0.0592 0.0115
O -4.3741 -0.3442 -2.8922 -0.0031 -0.0477 -0.0066
O -2.1595 1.0358 -3.0624 -0.1622 0.1139 -0.1065
N -2.4838 1.9159 -1.9294 0.0695 -0.1261 -0.0573
O -2.4691 -0.9789 -4.4425 0.2516 0.1227 0.1287
P -0.9759 -1.0579 -5.0973 -0.0494 0.0656 0.1494
N 0.2468 -0.8571 -4.1846 0.1827 -0.1543 -0.3520
H -0.5613 -4.7043 -1.3415 -0.0050 0.0125 -0.0154
H -1.0773 -2.9747 -0.0141 0.0398 -0.0974 -0.1054
H -3.4712 -2.7682 -1.9132 0.0857 0.1678 -0.1586
H -3.2162 -1.9081 -0.3698 -0.0853 -0.0258 -0.0385
H -2.8222 1.2983 -1.1851 0.1007 0.0121 0.0387
H -1.5456 2.1818 -1.6259 -0.0592 0.1343 0.0311
H -1.1016 -2.3377 -5.6365 -0.0439 -0.0437 0.0198
H -1.1316 -0.1836 -6.1829 -0.0246 -0.0345 -0.0853
H 0.7881 -0.0251 -4.3770 -0.1230 0.0983 0.2541
C 0.3739 3.3550 1.7300 -0.0033 -0.0080 0.0713
S 1.0069 3.5303 0.0591 -0.0170 -0.0865 0.0255
O -0.1473 3.2687 -0.8454 0.0457 0.1071 -0.0499
C 1.9982 2.0407 0.0687 -0.0130 -0.0402 0.0479
H -0.3158 4.1781 1.9048 -0.0008 0.0049 -0.0089
H -0.1519 2.4032 1.8109 -0.0135 -0.0084 -0.0342
H 1.2022 3.4081 2.4367 -0.0013 0.0090 0.0052
H 1.3538 1.1868 0.2799 -0.0403 0.0079 -0.0246
H 2.7938 2.1228 0.8072 0.0336 -0.0050 -0.0319
H 2.4414 1.9324 -0.9183 -0.0136 0.0127 -0.0104
C 7.5669 1.2914 0.2957 0.0437 -0.0134 0.0057
S 5.9674 1.6612 -0.4309 0.0063 0.0342 -0.0447
O 4.9457 1.0145 0.4371 0.0135 -0.0514 0.0876
C 6.1524 0.6065 -1.8712 0.0205 -0.0177 -0.0331
H 7.6242 1.8248 1.2421 -0.0096 0.0045 -0.0009
H 7.6418 0.2179 0.4666 -0.0164 -0.0018 -0.0006
H 8.3567 1.6371 -0.3708 0.0004 0.0049 0.0064
H 6.3280 -0.4179 -1.5441 -0.0107 0.0025 0.0141
H 6.9785 0.9690 -2.4826 -0.0073 0.0021 -0.0049
H 5.2246 0.6625 -2.4366 -0.0075 0.0020 0.0088
C -4.9535 -0.8629 2.2808 0.0413 0.0005 0.0546
S -4.6311 0.3243 0.9720 -0.1734 -0.0098 -0.1013
O -3.1490 0.4663 0.8811 0.0818 0.0227 0.0093
C -5.2248 1.7683 1.8580 -0.0082 0.0264 0.0286
H -4.6007 -1.8326 1.9351 0.0067 0.0049 -0.0057
H -4.4102 -0.5664 3.1781 0.0104 0.0041 -0.0083
H -6.0256 -0.9066 2.4712 -0.0005 -0.0081 -0.0142
H -4.6610 1.8804 2.7840 0.0143 -0.0093 -0.0071
H -6.2899 1.6562 2.0598 -0.0007 0.0035 -0.0097
H -5.0618 2.6289 1.2124 0.0082 -0.0091 -0.0121
C 0.0454 -1.6401 4.3308 0.0028 0.0193 0.0476
S 0.2196 -1.5649 2.5451 0.0109 0.0264 -0.0619
O -0.4348 -2.7917 2.0102 0.0168 -0.0028 0.1133
C 1.9869 -1.8775 2.5024 0.0314 0.0179 0.0167
H -1.0115 -1.5161 4.5571 -0.0033 0.0003 -0.0106
H 0.3922 -2.6102 4.6857 -0.0018 -0.0085 -0.0218
H 0.6171 -0.8307 4.7847 -0.0057 0.0012 0.0036
H 2.1960 -2.8305 2.9876 -0.0281 -0.0092 -0.0016
H 2.5115 -1.0617 2.9999 0.0185 0.0063 -0.0309
H 2.2807 -1.9183 1.4556 0.0047 0.0207 -0.0028
```
Positions in Å, forces in eV/Å.

The HOMO-LUMO gap is 9.1 eV. Its HOMO energy is -8.75 eV.

Entry 3:
# C10H34CaN8O8

A structure of composition C10H34CaN8O8 at a distorted geometry (ωB97M-V with the def2-TZVPD basis set, the Open Molecules 2025 dataset).

The geometry in XYZ format:
```
61
Properties=species:S:1:pos:R:3:forces:R:3
Ca 0.2779 -0.0569 0.1827 0.5575 -0.4891 0.6012
C 4.0465 1.6219 -2.2694 -1.8239 -0.6537 0.4372
C 3.1631 1.1029 -1.0804 0.2302 -0.4613 0.2040
O 1.9029 0.5430 -1.3678 0.3602 0.6786 -0.0896
H 4.9708 2.0953 -1.9382 -0.0970 0.0072 -0.0059
H 3.4263 2.2851 -2.8723 0.3345 0.3811 -0.1188
H 4.2409 0.7399 -2.8796 0.2949 0.0911 -0.1493
H 3.0937 1.8203 -0.2627 -0.1845 0.9522 -0.0947
H 3.8353 0.3969 -0.5928 0.0800 -0.8738 0.1303
C -3.3969 -1.2708 2.0297 0.9413 0.8143 0.0002
C -2.1630 -0.6823 2.7544 1.4497 -0.1987 -1.5419
O -0.8866 -0.8805 2.1022 -1.5083 -0.0913 0.6154
H -3.5073 -2.3215 2.2981 -0.3480 0.0205 -0.1307
H -3.2876 -1.1457 0.9524 -0.0746 -0.0605 -0.1437
H -4.2300 -0.6392 2.3384 -0.4533 -0.4864 0.0706
H -2.2541 -1.1305 3.7438 0.6087 0.0522 0.5217
H -2.3002 0.3947 2.8515 -0.3057 0.3239 0.2218
C 0.2627 3.2486 0.1625 -0.5966 0.7668 -1.1125
O -0.2009 2.1510 0.9275 0.8696 0.3023 0.9014
H -0.5478 3.9740 0.2325 0.1350 0.4650 -0.6146
H 1.1895 3.7692 0.4035 0.1858 -0.5298 0.8998
H 0.4351 2.9092 -0.8589 -0.4319 -0.0866 -0.0216
H -0.1701 2.4386 1.8429 0.1011 -0.4139 0.3339
C 2.0671 -2.9494 1.3951 1.7675 -1.8144 2.6693
O 1.5810 -2.1914 0.3884 -1.1876 0.4603 -1.5644
H 2.2504 -3.9910 1.1313 0.3555 -0.0850 -0.6660
H 3.0078 -2.5209 1.7409 0.1944 -0.1045 0.2581
H 1.4579 -3.1464 2.2773 -0.7702 1.0208 -0.0377
H 1.7478 -2.7176 -0.3971 -0.2752 0.6764 -0.4965
C -0.2530 1.7965 -4.3657 -1.0504 -1.4568 0.0399
O -1.1242 2.0523 -5.1410 -2.0282 1.2151 -2.2510
N -0.3915 0.8918 -3.4256 -2.2643 -3.4270 2.8062
N 0.9751 2.1898 -4.3516 4.1755 2.4873 -0.3807
H -1.2116 0.3023 -3.4239 0.0863 0.5531 -0.1153
H 0.2258 0.6817 -2.6543 0.6556 0.2871 -0.2822
H 1.4479 1.9058 -3.5054 0.8429 0.3292 -0.3471
H 1.3165 2.9179 -4.9627 -0.1072 -0.1314 0.3899
C -1.2360 -2.7550 -1.2787 0.9721 -1.0270 0.0972
O -0.5683 -1.7400 -1.2639 -0.3222 0.5597 -1.3175
N -1.8511 -3.2806 -0.2507 -1.9542 0.0178 4.5294
N -1.3941 -3.7172 -2.2162 0.9971 0.4990 -2.7240
H -2.0893 -2.7026 0.5426 0.6284 -0.1729 0.3000
H -1.8299 -4.2848 -0.1442 -0.2510 0.4510 0.2487
H -1.1746 -3.4295 -3.1591 -0.1689 -0.6089 -0.1440
H -2.1881 -4.2941 -1.9778 0.1621 0.1188 -1.2271
C 2.1464 0.1228 3.5194 1.7399 -1.4619 1.5707
O 2.1556 0.3911 2.3932 -1.1285 2.6681 -7.9194
N 1.1571 -0.3691 4.1631 -4.6466 -1.4194 2.2702
N 3.2552 0.0973 4.1722 3.8826 0.1353 3.4904
H 1.2881 -1.0179 4.9260 -0.1080 0.2588 -0.2380
H 0.4100 -0.5469 3.5071 -1.2639 -0.5529 -0.2034
H 3.1076 -0.1758 5.1333 1.3410 0.3953 0.0056
H 4.1153 0.4252 3.7563 -0.2612 -0.1383 0.4263
C -2.7980 1.1685 -0.7290 1.8122 -0.3569 0.5031
O -1.6211 0.8745 -0.8668 0.5374 0.2097 0.1266
N -3.3095 2.0543 0.1178 1.4436 2.6130 2.4558
N -3.7410 0.6489 -1.4283 -2.0989 -1.5106 -1.4878
H -2.5721 2.5943 0.5475 -0.4453 0.0188 0.5345
H -4.2495 2.1179 0.4817 0.3816 -0.1837 -0.2421
H -4.5648 1.1615 -1.1480 -0.9096 -1.1609 -1.9210
H -3.4450 0.0724 -2.2030 -1.0591 0.1279 -0.0711
```
Positions in Å, forces in eV/Å.

The HOMO-LUMO gap is 7.6 eV. Its HOMO energy is -7.27 eV. For the energy above the lowest of the compared OMol25 structures with the same formula, charge and spin, the calculation gives 0.00 kJ/mol.

Entry 4:
# C10H34IO12

A cluster of 8 separate species, C10H34IO12 in total at a distorted geometry (ωB97M-V with the def2-TZVPD basis set, the Open Molecules 2025 dataset).

The geometry in XYZ format:
```
57
Properties=species:S:1:pos:R:3:forces:R:3
I 22.7167 21.0092 19.7149 0.0816 -0.0709 0.0542
O 24.8512 18.9327 17.5429 0.0892 0.1540 -0.1736
H 25.7078 19.2135 17.8784 -0.0151 -0.0365 0.0967
H 24.2454 19.6303 17.8390 -0.0804 -0.1534 0.1398
O 23.2413 22.3057 23.1447 -0.2391 0.0331 0.1317
H 23.7614 23.1103 23.0272 0.1281 -0.0651 -0.1141
H 22.8527 22.1610 22.2687 0.0308 -0.1617 0.0624
C 21.4133 17.3324 23.7136 0.1449 -0.2908 0.5581
C 21.4823 18.6128 22.9498 -0.4437 0.2867 -0.7098
O 20.9161 18.3930 21.6496 0.2139 -0.0674 0.2483
O 20.0748 17.0082 24.0769 -0.0461 0.0220 -0.0116
H 21.9753 17.4330 24.6480 -0.0620 -0.0185 -0.0217
H 21.8587 16.5132 23.1399 -0.0071 0.0608 -0.0958
H 22.5004 18.9937 22.8610 0.0520 -0.0258 0.1099
H 20.8554 19.3545 23.4581 0.2558 0.1068 0.1300
H 21.4832 18.8461 21.0130 -0.1196 0.1543 -0.1518
H 19.5027 17.3401 23.3764 0.0294 -0.1232 -0.0964
C 19.7897 19.4203 17.1829 0.8277 0.1295 0.2809
C 19.1452 18.6468 18.3123 -0.1210 -0.0967 0.4103
O 18.9218 17.2817 17.9525 -0.0492 -0.0309 0.0441
O 19.8047 20.8039 17.4808 -0.3068 0.0109 -0.2126
H 19.2992 19.2307 16.2258 -0.1973 0.1501 0.0452
H 20.8284 19.0741 17.0944 -0.1618 -0.1600 -0.2089
H 18.2217 19.1257 18.6553 -0.0230 0.0503 -0.2610
H 19.8093 18.6598 19.1795 0.0270 -0.0758 -0.0509
H 17.9968 17.1873 17.7176 0.0221 -0.0220 -0.0712
H 20.6597 21.0178 17.8764 -0.0867 0.0375 0.0384
C 23.7547 22.9722 15.6376 -0.5568 0.0253 -0.3710
C 24.9957 22.3573 16.1963 1.0906 -0.1084 -0.1777
O 25.2441 22.8847 17.5005 -0.1815 -0.1411 -0.2065
O 22.5807 22.4390 16.2175 0.0934 0.0582 0.0674
H 23.7010 22.7317 14.5723 0.0104 0.0094 0.0090
H 23.7479 24.0667 15.7227 0.2789 -0.0293 0.0994
H 25.8667 22.5589 15.5450 -0.2486 0.2669 0.0380
H 24.8993 21.2640 16.1681 -0.2251 0.0968 0.3846
H 25.8651 22.3171 17.9671 -0.0794 -0.0383 0.1139
H 22.6893 22.4992 17.1761 -0.1214 -0.0979 0.1381
C 26.3022 21.6662 21.9710 0.5944 -0.4800 -0.4154
C 26.4913 23.0980 22.3786 0.1672 0.1506 0.7515
O 25.3610 23.8675 22.0190 0.1658 0.4046 -0.2970
O 26.1223 21.6110 20.5515 -0.0597 0.0339 0.3234
H 25.4638 21.2336 22.5184 -0.1445 0.0231 -0.2062
H 27.1992 21.0737 22.1906 -0.0371 0.1492 0.1792
H 27.4213 23.5149 21.9733 -0.1300 -0.0001 -0.2390
H 26.5738 23.1744 23.4675 -0.0211 -0.0948 -0.0345
H 25.2669 23.7639 21.0614 -0.1381 -0.0191 0.0231
H 25.1942 21.3879 20.3973 -0.3059 -0.0730 -0.2666
C 21.9301 24.9292 19.3874 0.3161 -0.2289 -0.0072
C 22.7293 25.3133 20.6038 0.6790 -0.2241 0.1621
O 22.0182 26.2502 21.3856 -0.1641 0.1569 0.1521
O 20.8774 24.0431 19.6647 -0.2683 0.0264 0.2051
H 22.6462 24.4578 18.6996 -0.0917 0.2055 -0.2363
H 21.4858 25.8219 18.9502 0.0801 0.0239 -0.1918
H 23.7164 25.7146 20.3125 -0.2587 0.1300 -0.1768
H 22.9675 24.3950 21.1603 -0.2755 0.0834 0.0911
H 22.4885 26.3889 22.2114 0.0095 -0.0639 0.0211
H 21.2741 23.2003 19.9337 -0.1213 -0.0425 -0.1038
```
Positions in Å, forces in eV/Å.

The HOMO-LUMO gap is 8.7 eV. Its HOMO energy is -6.11 eV. The total charge is -1. For the energy above the lowest of the compared OMol25 structures with the same formula, charge and spin, the calculation gives 0.00 kJ/mol.